This record from OMol25 describes a cluster of 3 separate species, C32H75N7O3P2 in total at a distorted geometry. The level of theory is ωB97M-V/def2-TZVPD.

Each line ends with the Löwdin charge.
Geometry (Å):
P (4.09, 5.22, -2.38)  0.78
H (2.58, 4.77, 2.96)  0.11
H (6.95, 5.33, -4.00)  0.08
H (6.74, 3.45, -0.59)  0.08
C (-0.49, -7.78, 3.21)  -0.25
H (-5.08, -5.84, -0.20)  0.08
N (-5.28, -4.08, -1.36)  -0.29
C (-3.49, 3.90, 0.66)  -0.23
H (0.41, -5.82, 2.40)  0.16
C (-2.26, -3.68, -2.24)  -0.14
H (0.91, -2.14, 6.25)  0.10
C (-3.30, 1.69, -1.00)  -0.16
C (0.20, -2.05, 5.32)  -0.21
H (2.58, -6.95, 1.96)  0.12
N (5.44, 4.16, -2.12)  -0.33
C (1.47, 0.40, 5.21)  -0.21
C (0.60, -6.56, 3.30)  -0.21
H (-3.74, 1.32, -2.05)  0.07
H (2.31, 3.20, 1.94)  0.12
C (0.67, -2.99, 4.03)  -0.21
N (2.90, 4.52, -3.37)  -0.36
P (-4.84, -2.45, -1.92)  0.78
H (1.70, 6.16, -3.91)  0.07
H (3.85, 2.85, -4.33)  0.05
H (-5.25, 2.68, -0.35)  0.11
H (-3.67, -3.42, -4.77)  0.09
H (1.08, -8.65, 1.06)  0.12
H (1.00, 3.05, 4.89)  0.11
C (5.72, 3.81, -0.71)  -0.15
C (0.34, 5.12, 1.30)  -0.21
H (-2.81, -1.13, -0.38)  0.04
H (0.67, 4.50, 0.34)  0.11
H (6.59, 7.00, -4.41)  0.07
H (4.99, 6.56, -5.83)  0.08
C (-2.64, -2.21, -0.40)  -0.12
H (2.21, -9.70, 2.16)  0.13
H (-4.04, 4.95, 0.67)  0.11
C (-1.92, 4.22, 0.29)  -0.25
H (-2.62, -4.21, -3.12)  0.05
C (1.95, -7.39, 2.87)  -0.15
C (0.35, 4.15, 2.65)  -0.22
H (-3.65, 3.36, 1.70)  0.12
O (3.39, 4.69, -1.11)  -0.32
C (0.63, -5.67, 4.68)  -0.16
H (1.02, 6.07, 1.45)  0.11
H (2.28, -0.28, 5.72)  0.10
H (-5.22, -4.12, -5.25)  0.08
H (-2.15, 1.86, -1.18)  0.07
H (5.04, 3.02, -0.36)  0.08
H (2.16, 2.65, -3.98)  0.09
C (-4.61, -3.84, -4.39)  -0.15
H (3.27, 0.98, 3.75)  0.11
O (-1.79, -7.49, 3.31)  -0.06
C (5.77, 3.00, -2.92)  -0.15
H (-1.29, 3.25, 0.59)  0.10
H (1.11, 1.16, 6.04)  0.10
N (-3.21, -2.82, -1.60)  -0.36
H (1.40, -2.30, 3.39)  0.11
H (-0.90, -2.35, 5.70)  0.11
H (-4.97, -1.23, -4.81)  0.08
H (0.14, -0.48, 3.58)  0.09
C (-6.56, -4.62, -1.81)  -0.14
H (-3.75, -4.75, -0.04)  0.08
N (4.89, 5.83, -3.85)  -0.29
H (-3.95, -5.71, -1.54)  0.09
H (1.19, -6.35, 5.49)  0.12
C (2.00, 2.86, 4.27)  -0.23
C (4.49, 5.78, -5.24)  -0.12
O (-4.45, -1.03, -2.41)  -0.31
C (1.61, 5.20, -3.41)  -0.13
C (1.95, 3.78, 2.91)  -0.22
H (4.75, 4.82, -5.69)  0.09
C (2.91, 3.39, -4.26)  -0.14
H (-0.87, 0.00, 5.11)  0.11
H (2.35, -4.54, 3.66)  0.11
H (3.43, 5.98, -5.38)  0.08
H (-1.76, 5.62, 2.12)  0.10
H (2.11, -4.05, 5.50)  0.11
H (-3.09, -2.65, 0.49)  0.07
H (-7.29, -3.82, -1.98)  0.08
C (-5.80, -1.81, -4.39)  -0.15
H (-0.24, -3.24, 3.32)  0.12
H (-0.47, -5.48, 5.05)  0.13
H (-1.55, -2.37, -0.33)  0.08
H (2.70, -7.76, 3.71)  0.12
H (5.82, 3.24, -3.99)  0.06
N (-5.31, -2.90, -3.52)  -0.33
C (0.15, -0.49, 4.75)  -0.22
H (-1.80, 4.34, -0.87)  0.12
H (-6.46, -1.13, -3.84)  0.07
C (6.32, 6.18, -3.74)  -0.14
H (6.78, 2.63, -2.68)  0.08
H (-0.47, -9.85, 2.62)  0.13
H (2.69, 3.70, -5.29)  0.07
H (6.57, 6.51, -2.73)  0.08
H (-4.41, -4.79, -3.88)  0.06
N (0.20, -9.15, 3.02)  0.00
C (-4.47, -5.13, -0.77)  -0.12
H (-6.45, -5.20, -2.74)  0.08
H (1.23, 5.38, -2.40)  0.06
H (-1.37, -3.13, -2.57)  0.09
H (0.85, 4.62, -3.94)  0.08
H (-4.18, 3.74, -1.52)  0.11
C (2.13, 1.23, 3.94)  -0.20
H (-1.92, -4.47, -1.56)  0.07
H (5.08, 2.17, -2.75)  0.09
H (-7.01, -5.29, -1.07)  0.08
H (-3.43, 0.79, -0.26)  0.06
H (-0.21, 3.13, 2.50)  0.11
H (2.91, 3.19, 4.95)  0.11
C (1.42, -8.81, 2.18)  -0.22
H (5.62, 4.68, -0.06)  0.07
H (-6.39, -2.20, -5.23)  0.08
C (1.54, -4.31, 4.49)  -0.21
H (-1.34, 6.46, 0.39)  0.11
H (1.55, 1.04, 2.91)  0.11
H (-0.15, 4.72, 3.55)  0.11
C (-4.13, 3.04, -0.57)  -0.27
C (-1.27, 5.50, 1.07)  -0.21

Results
* largest force on an atom: 8.03 eV/Å
* SMILES: CCCCCCCCCCCCCCCC[C@H]1CCNC1=O.CN(C)P(=O)(N(C)C)N(C)C.CN(C)P(=O)(N(C)C)N(C)C
* HOMO-LUMO gap: 6.8 eV

This record from OMol25 describes a cluster of 5 separate species, C32H76BF4N4O2 in total at a distorted geometry. The level of theory is ωB97M-V/def2-TZVPD.

Each line ends with the Löwdin charge.
Geometry (Å):
H (8.63, -9.87, -14.45)  0.09
H (16.33, -8.50, -17.16)  0.14
H (6.70, -11.41, -22.41)  0.08
H (5.57, -16.77, -16.04)  0.10
H (9.65, -12.03, -19.01)  0.11
F (11.90, -13.02, -16.99)  0.10
C (14.56, -7.06, -18.05)  0.04
H (13.27, -12.33, -11.24)  0.12
H (10.92, -17.32, -14.78)  0.12
H (6.95, -12.91, -21.49)  0.09
C (8.79, -16.85, -16.76)  -0.18
H (9.17, -16.09, -16.07)  0.11
C (15.85, -9.15, -17.87)  -0.08
H (12.84, -14.67, -11.44)  0.12
H (13.72, -12.69, -14.88)  0.12
C (13.66, -9.27, -18.90)  -0.11
C (12.74, -11.61, -11.85)  0.06
H (10.74, -20.46, -16.88)  0.11
H (10.76, -17.59, -16.91)  0.14
H (13.65, -6.68, -18.50)  0.10
C (7.87, -13.21, -18.64)  -0.05
C (14.63, -7.24, -21.05)  -0.21
B (10.96, -14.05, -16.83)  -1.28
N (8.14, -11.03, -19.93)  -0.25
F (10.52, -14.59, -18.03)  0.12
H (10.25, -9.27, -15.13)  0.08
C (11.87, -11.63, -20.89)  -0.08
H (11.38, -12.08, -14.98)  0.10
N (14.86, -8.37, -18.73)  -0.26
H (6.75, -15.52, -15.74)  0.10
C (9.65, -10.09, -14.74)  -0.07
H (6.91, -13.45, -19.09)  0.08
H (9.56, -18.65, -17.66)  0.14
H (7.88, -10.53, -17.90)  0.11
H (8.94, -20.30, -14.37)  0.13
C (15.46, -6.96, -22.30)  -0.07
H (13.30, -10.72, -12.12)  0.12
C (13.66, -14.39, -13.52)  -0.14
H (13.15, -11.12, -17.89)  0.10
C (6.52, -16.37, -16.39)  -0.08
H (10.57, -10.16, -12.74)  0.11
C (13.69, -12.89, -13.82)  -0.06
H (14.84, -6.46, -23.04)  0.09
C (10.41, -10.79, -13.62)  -0.22
C (10.92, -19.91, -15.96)  0.00
C (8.77, -12.38, -19.53)  -0.12
C (10.89, -18.81, -13.22)  -0.04
H (6.39, -10.06, -20.32)  0.13
H (8.69, -21.21, -16.79)  0.08
H (15.63, -9.10, -20.55)  0.14
C (8.32, -10.09, -18.80)  0.00
H (10.96, -13.29, -11.97)  0.13
H (16.40, -7.60, -19.79)  0.14
C (8.89, -10.50, -21.15)  -0.07
C (15.50, -8.11, -20.12)  -0.11
N (12.44, -12.33, -13.15)  -0.25
H (11.77, -11.37, -11.43)  0.10
H (8.71, -16.49, -17.79)  0.13
C (11.67, -11.49, -14.12)  -0.15
F (11.62, -15.02, -16.02)  0.08
C (10.23, -18.07, -14.39)  -0.16
H (7.71, -12.78, -17.65)  0.09
C (12.55, -14.70, -12.49)  -0.11
H (10.73, -9.62, -21.88)  0.14
N (9.88, -18.91, -15.58)  -0.25
H (11.11, -20.59, -15.13)  0.10
H (11.23, -12.31, -21.46)  0.09
H (11.61, -19.54, -13.60)  0.07
H (12.47, -12.25, -20.23)  0.10
C (8.60, -19.70, -15.20)  -0.13
H (13.84, -9.88, -19.77)  0.12
H (12.55, -11.17, -21.61)  0.10
H (9.57, -10.78, -15.59)  0.06
H (14.65, -14.74, -13.24)  0.13
H (12.73, -8.74, -19.08)  0.13
O (7.55, -17.33, -16.28)  -0.20
H (10.11, -8.95, -20.37)  0.12
C (11.58, -13.55, -12.83)  -0.09
H (6.10, -11.48, -19.44)  0.13
H (10.15, -19.26, -12.56)  0.09
H (11.45, -18.15, -12.55)  0.08
C (10.27, -9.88, -20.92)  -0.18
H (12.32, -15.73, -12.73)  0.10
F (9.78, -13.65, -16.18)  0.10
H (11.01, -13.89, -13.69)  0.13
H (9.38, -17.46, -14.10)  0.14
H (15.14, -10.02, -16.04)  0.11
O (11.16, -10.65, -20.16)  -0.22
C (9.76, -18.02, -16.80)  -0.09
H (6.34, -15.99, -17.40)  0.09
H (15.42, -6.41, -18.16)  0.12
H (14.39, -7.26, -16.99)  0.12
H (8.31, -14.19, -18.48)  0.07
H (12.38, -10.75, -14.50)  0.13
H (16.53, -9.67, -18.55)  0.14
H (8.95, -11.37, -21.80)  0.13
H (13.69, -7.75, -21.24)  0.11
H (16.34, -6.37, -22.09)  0.09
H (15.84, -7.88, -22.76)  0.09
H (7.84, -9.12, -18.95)  0.12
C (15.02, -10.20, -17.11)  -0.13
H (9.78, -11.60, -13.23)  0.12
H (14.40, -6.35, -20.46)  0.10
H (7.21, -21.07, -15.90)  0.10
H (7.67, -19.77, -17.11)  0.08
H (15.44, -11.20, -17.25)  0.12
H (14.52, -12.42, -13.28)  0.13
H (11.84, -19.39, -16.21)  0.12
H (12.90, -9.73, -16.91)  0.11
H (9.36, -10.00, -18.49)  0.10
C (6.40, -11.97, -21.53)  -0.03
H (5.34, -12.23, -21.57)  0.10
C (6.67, -11.12, -20.30)  -0.16
C (13.59, -10.15, -17.65)  -0.13
C (8.00, -20.48, -16.36)  -0.03
H (13.48, -14.98, -14.42)  0.10
H (7.92, -18.94, -14.83)  0.12
H (8.20, -9.78, -21.60)  0.15
H (9.06, -12.92, -20.43)  0.13

Results
* largest force on an atom: 1.77 eV/Å
* net charge: +3
* HOMO-LUMO gap: 10.3 eV

This record from OMol25 describes a cluster of 16 separate species, C32H76N2O16S in total at a distorted geometry. The level of theory is ωB97M-V/def2-TZVPD.

Each line ends with the Löwdin charge.
Geometry (Å):
H (3.78, 1.79, -1.15)  0.07
C (-2.13, -10.05, 0.77)  -0.16
H (-7.01, 1.58, -0.37)  0.08
H (-2.70, 9.52, 1.26)  0.08
H (-2.73, 10.98, 2.27)  0.08
C (-2.10, 6.25, 3.36)  -0.15
H (-2.15, -10.24, 1.85)  0.08
H (0.06, 2.11, -11.64)  0.08
O (2.65, -4.44, 4.76)  -0.14
H (0.97, -3.86, 5.78)  0.07
H (0.01, 0.32, -7.31)  0.07
C (-1.85, -0.45, -1.75)  -0.04
O (-0.66, -0.84, -3.86)  -0.19
H (0.02, -0.29, 6.21)  0.05
H (2.46, -2.96, 6.17)  0.07
H (-1.57, -3.66, -5.10)  0.09
H (2.58, 12.67, 2.55)  0.08
N (-0.50, -2.70, -1.34)  -0.02
H (2.08, 4.25, -0.41)  0.07
H (5.55, 3.17, -0.72)  0.08
C (5.46, -4.24, 7.15)  -0.16
H (-0.31, -3.51, -3.76)  0.05
H (1.91, -5.39, -4.28)  0.06
H (-3.03, 1.62, -1.92)  0.10
C (-5.94, 1.69, -0.54)  -0.17
O (-3.09, -9.06, 0.44)  -0.16
H (2.46, -3.82, 4.06)  0.06
H (-2.67, 5.63, 2.67)  0.08
H (-6.01, 0.92, -2.32)  0.08
C (2.05, -3.94, 5.94)  -0.16
H (2.10, 11.23, 1.61)  0.08
H (0.25, -3.67, -5.58)  0.08
H (-1.23, 10.50, 1.43)  0.06
H (-2.71, 7.09, 3.69)  0.07
H (0.44, 0.33, 8.39)  0.08
H (0.39, -5.11, 3.58)  0.07
H (-3.96, -9.41, 0.70)  0.09
H (-1.27, -1.32, -5.91)  0.12
H (-2.44, 2.44, 6.62)  0.06
H (5.68, -3.50, 8.93)  0.07
C (-3.14, 3.21, 6.26)  -0.17
H (-2.65, 3.84, 5.52)  0.05
H (-1.20, 6.62, 2.85)  0.07
H (4.74, -2.65, -5.91)  0.08
H (0.69, 13.01, 1.30)  0.08
H (-2.79, -0.40, -3.87)  0.13
H (6.53, -4.22, 6.93)  0.08
S (0.13, -2.28, 1.72)  0.85
H (-2.20, -7.32, -0.94)  0.08
C (0.79, 0.07, -8.03)  -0.16
H (0.53, -1.36, -5.50)  0.11
C (0.92, 3.24, -10.32)  -0.17
H (3.26, -2.17, -5.03)  0.07
C (-2.20, 1.28, 0.30)  -0.03
C (-0.53, -1.61, -5.08)  -0.24
C (1.81, 11.90, 2.42)  -0.16
O (-1.74, 9.36, 3.06)  -0.14
H (-2.61, 2.23, 0.77)  0.09
H (1.61, 2.46, -9.99)  0.06
H (2.25, -4.63, 6.76)  0.08
H (-3.96, 2.05, 4.94)  0.07
H (1.41, 3.87, -11.07)  0.08
H (0.53, -2.58, -1.43)  0.14
C (-0.56, 1.40, 3.85)  0.09
H (2.05, -0.41, 8.20)  0.08
H (-0.97, -6.02, 3.83)  0.08
H (1.17, 0.98, -8.49)  0.05
C (-2.44, 0.90, -1.22)  0.00
H (4.90, -4.00, 6.25)  0.06
C (-0.52, -3.22, -4.84)  -0.09
O (5.17, -3.27, 8.15)  -0.13
C (3.85, -3.01, -5.39)  -0.17
H (-2.35, -10.98, 0.23)  0.08
H (-1.21, 6.04, 5.07)  0.08
C (1.24, 0.10, 7.67)  -0.16
H (0.62, 3.84, -9.47)  0.08
N (-0.63, -5.12, 3.42)  0.03
H (5.82, 3.24, -2.48)  0.08
H (-2.36, -2.06, -3.20)  0.13
O (0.57, 12.52, 2.12)  -0.14
C (-0.81, -1.02, 0.72)  -0.35
C (-2.12, 10.14, 1.94)  -0.15
H (1.62, 1.01, 7.22)  0.07
O (1.27, 2.84, 0.83)  -0.14
O (4.25, -3.82, -4.28)  -0.13
H (-3.46, 3.82, 7.11)  0.08
O (-1.71, 5.46, 4.48)  -0.15
H (0.56, -7.15, -4.86)  0.08
H (1.12, -5.41, -2.68)  0.06
H (0.43, 2.35, 0.90)  0.04
C (-1.38, 0.33, 1.28)  -0.19
O (-0.23, 2.64, -10.89)  -0.13
C (-0.56, -3.91, 1.06)  -0.32
H (-1.74, -7.38, 1.81)  0.08
H (1.60, -0.45, -7.53)  0.08
H (-0.21, 1.86, 4.84)  0.06
H (3.25, -3.62, -6.07)  0.07
C (-1.44, -5.14, -1.27)  0.00
H (0.98, 3.10, -1.20)  0.08
C (5.07, 3.12, -1.70)  -0.17
H (4.32, 3.92, -1.78)  0.07
C (-1.98, -0.96, -3.29)  -0.19
C (-1.50, -6.43, 1.20)  -0.01
H (-1.14, -9.69, 0.49)  0.08
O (-4.27, 2.59, 5.68)  -0.13
O (-5.69, 1.74, -1.94)  -0.14
C (-0.89, -5.19, 1.95)  -0.24
C (1.42, -6.02, -3.54)  -0.16
O (4.43, 1.86, -1.85)  -0.13
H (0.33, 4.39, -0.15)  0.07
O (0.27, -6.62, -4.10)  -0.14
H (-5.40, 0.84, -0.11)  0.07
C (1.15, 3.69, -0.30)  -0.16
H (-1.62, -5.14, -2.41)  0.09
O (0.25, -0.78, -9.04)  -0.12
H (4.78, -3.26, -3.70)  0.08
H (5.18, -5.23, 7.51)  0.08
H (-0.47, -0.29, -9.47)  0.07
H (1.71, 11.34, 3.35)  0.08
H (-5.59, 2.61, -0.08)  0.08
C (-1.78, -6.41, -0.38)  -0.03
C (-0.82, -3.89, -0.51)  -0.20
O (0.74, -0.76, 6.66)  -0.14
H (2.11, -6.80, -3.20)  0.08
C (-1.04, -1.43, -0.79)  -0.14
H (-1.23, 9.93, 3.65)  0.08
C (-1.15, 0.80, 2.82)  -0.07

Results
* largest force on an atom: 6.67 eV/Å
* HOMO-LUMO gap: 7.7 eV